This record from the Open Molecules 2025 dataset describes C33H26AsF6IrN4O2S2 as an isolated structure. The level of theory is the ωB97M-V functional and the def2-TZVPD basis.

XYZ file:
```
75
Properties=species:S:1:pos:R:3:mulliken_charge:R:1
Ir 0.454 0.420 0.743 2.421
As 0.289 -3.665 1.210 2.258
S 0.852 2.663 0.770 -0.674
S -0.928 0.884 3.910 -0.535
F -0.342 -3.365 2.786 -0.471
F 0.964 -3.798 -0.364 -0.443
F 1.910 -3.553 1.837 -0.475
F -1.304 -3.612 0.557 -0.471
F 0.242 -5.359 1.433 -0.484
F 0.364 -1.831 1.032 -1.118
O -1.288 2.789 -1.204 -0.678
O -0.351 -1.660 -1.644 -0.540
N 2.280 0.361 -0.350 0.479
N 1.809 0.149 2.556 0.520
N -0.451 0.597 -1.114 1.780
N -6.649 -0.351 -3.446 -0.558
C 2.107 -1.811 4.066 -0.278
C -1.740 1.232 -2.962 0.357
C 1.335 -0.745 3.625 -0.207
C -2.002 -0.857 -4.136 -0.524
C -5.856 -0.255 -2.620 -0.030
C -2.796 -0.183 -5.057 -0.612
C -1.095 0.581 2.230 -0.070
C -3.136 -1.133 -0.247 -0.134
C 1.916 3.905 -1.438 -0.634
C -0.253 -1.257 5.376 -0.514
C 3.118 1.579 -2.370 -0.467
C 0.147 -0.471 4.304 0.626
C -2.525 1.916 -3.868 -0.533
C -4.124 -1.256 -1.205 -1.177
C -1.843 0.265 1.299 -0.175
C 3.365 0.429 0.676 -1.493
C 1.781 2.724 -0.716 1.067
C 2.441 -0.897 -1.129 -1.428
C -1.122 1.692 -1.679 -0.431
C 2.651 3.924 -2.613 -0.733
C -4.630 1.104 -0.995 -1.149
C -2.877 0.119 0.315 0.711
C 3.007 -0.414 1.871 -0.804
C -0.694 -0.532 -1.902 -0.410
C 2.389 1.565 -1.194 -0.214
C -3.638 1.233 -0.043 -0.348
C -1.487 -0.113 -3.093 0.194
C -3.053 1.183 -4.926 -0.542
C 3.247 2.764 -3.084 -0.940
C 0.530 -2.312 5.808 -0.759
C 2.255 1.388 3.273 -1.387
C 1.709 -2.588 5.144 -0.854
C -4.861 -0.137 -1.587 1.009
H -2.728 2.972 -3.745 0.544
H 2.783 -1.436 1.571 0.164
H -4.317 -2.214 -1.668 0.492
H 3.855 -0.431 2.561 0.733
H 3.579 0.678 -2.749 0.431
H 0.206 -2.923 6.639 0.406
H -1.198 -1.040 5.857 0.440
H 2.125 -1.747 -0.533 0.043
H 4.297 0.074 0.231 0.481
H 3.501 1.473 0.942 0.484
H 1.412 4.795 -1.085 0.445
H 1.402 1.881 3.726 0.414
H -2.543 -1.990 0.045 0.872
H 2.710 2.088 2.586 0.503
H 3.022 -2.082 3.569 0.393
H -3.236 -0.724 -5.885 0.442
H 3.486 -1.018 -1.417 0.532
H -3.419 2.196 0.396 0.485
H 2.964 1.089 4.047 0.364
H -5.213 1.962 -1.300 0.470
H -3.686 1.671 -5.655 0.431
H 2.740 4.844 -3.174 0.404
H 2.326 -3.423 5.443 0.403
H 1.818 -0.859 -2.013 0.526
H -1.807 -1.919 -4.214 0.531
H 3.803 2.771 -4.012 0.439
```

The value obtained for the lowest unoccupied orbital energy is -0.93 eV. Its HOMO energy is -8.0 eV. Its total charge is 0. As for the spin multiplicity: 1.

This record from the Open Molecules 2025 dataset describes C33H26BF5N9O2STi as an isolated structure in a non-equilibrium geometry. The level of theory is the ωB97M-V functional and the def2-TZVPD basis.

XYZ file:
```
78
Properties=species:S:1:pos:R:3:mulliken_charge:R:1
Ti 0.998 -1.905 22.000 -0.038
S 2.039 -3.453 23.302 -0.590
F 5.704 -6.633 21.741 -0.275
F 5.822 -2.308 20.050 -0.306
F 6.718 -4.875 20.045 -0.280
F 3.489 -1.713 21.459 0.021
F 3.575 -6.061 23.196 -0.323
O 1.305 -3.111 20.478 -0.804
O 1.301 -1.001 20.103 -0.836
N -3.171 1.824 22.196 -0.841
N 0.172 0.913 22.242 1.368
N -2.094 1.545 23.010 0.347
N -1.083 -1.771 21.352 0.179
N -1.820 -0.649 21.655 0.584
N -0.971 -0.524 23.967 0.184
N -0.177 -1.611 23.812 0.004
N -0.103 -0.429 17.846 0.338
N 1.268 0.157 22.459 -0.551
C 0.531 2.113 21.813 0.026
C -4.389 0.253 15.259 -1.492
C 3.483 -3.834 22.381 0.659
C 5.757 -4.492 20.866 0.806
C -0.343 -2.415 24.843 -0.241
C -1.913 2.474 23.966 -0.468
C 1.584 -3.990 16.355 -0.885
C -2.902 -0.624 20.867 0.118
C -2.269 -0.190 16.573 1.481
C -3.076 2.072 16.345 -0.851
C -2.919 -1.781 20.120 -1.391
C 5.169 -5.448 21.673 0.244
C 1.676 -3.666 17.693 -0.455
C 5.244 -3.204 20.834 -0.406
C 0.560 -1.499 17.337 -0.120
C -1.133 0.361 17.228 -0.126
C 0.967 -3.066 15.473 -0.480
C -0.976 1.750 17.434 -0.901
C 2.311 0.906 22.134 -0.206
C 1.896 2.154 21.701 -1.493
C -1.202 -1.780 25.756 -1.232
C -1.558 -0.604 25.170 -0.022
C 4.129 -2.926 21.575 -0.118
C -3.221 0.730 16.068 0.854
C 1.291 -2.149 19.572 1.992
C 1.189 -2.438 18.192 0.337
C 0.541 -1.825 15.923 -0.706
C -1.956 2.589 17.006 -0.932
C -3.687 2.877 22.744 -0.493
C -2.938 3.368 23.849 -0.909
C -2.479 -1.705 16.357 -1.684
C -1.739 -2.447 20.423 -0.490
C 4.079 -5.096 22.432 0.322
B -1.240 0.357 22.705 0.458
H -3.754 -2.050 19.457 0.464
H -4.544 3.357 22.351 0.491
H 0.182 -3.317 24.995 0.474
H -3.617 0.145 20.996 0.653
H -1.331 -3.394 20.122 0.651
H -1.845 -2.280 17.039 0.287
H -1.812 3.663 17.121 0.420
H 0.167 -1.124 15.226 0.700
H -3.980 -0.253 14.372 0.321
H -0.060 2.063 17.927 0.628
H 0.884 -3.259 14.410 0.450
H -3.529 -1.978 16.510 0.524
H 2.542 2.966 21.459 0.514
H 2.179 -4.359 18.386 0.414
H -1.179 2.326 24.692 0.696
H -4.985 1.081 14.845 0.390
H -2.258 0.193 25.517 0.424
H 2.054 -4.886 16.032 0.476
H -3.060 4.236 24.488 0.437
H -0.301 2.810 21.609 0.467
H 0.182 -0.134 18.755 -0.167
H 3.321 0.503 22.248 0.506
H -1.531 -2.301 26.682 0.362
H -5.096 -0.435 15.807 0.293
H -3.826 2.789 15.973 0.333
H -2.183 -2.022 15.353 0.413
```

The value obtained for the lowest unoccupied orbital energy is -4.41 eV. Its HOMO energy is -10.3 eV. Its total charge is +1. As for the spin multiplicity: 1.

This record from the Open Molecules 2025 dataset describes C33H26BrF4NOPSV as an isolated structure in a non-equilibrium geometry. The level of theory is the ωB97M-V functional and the def2-TZVPD basis.

XYZ file:
```
69
Properties=species:S:1:pos:R:3:nbo_charge:R:1
Br 0.805 -4.509 0.088 0.180
V 1.001 2.064 0.276 1.395
S -3.927 -3.455 -0.960 1.165
P 1.809 -1.383 0.059 0.918
F 6.743 -3.198 0.550 -0.270
F 5.818 -5.667 1.213 -0.258
F 4.919 -1.207 0.572 -0.318
F 3.244 -6.342 0.848 -0.277
O -3.248 -2.122 -0.711 -1.006
N 0.864 4.006 0.197 -0.599
C 2.074 -0.112 1.341 -0.320
C -3.118 0.961 0.705 -0.131
C 2.349 1.939 -2.255 -0.141
C 0.000 6.582 -0.581 -0.088
C -0.496 4.287 0.154 0.208
C 2.283 -0.386 -1.338 -0.257
C 3.086 -2.756 0.200 -0.430
C -1.431 3.169 0.515 -0.057
C -2.826 3.347 0.505 -0.157
C 1.344 6.296 -0.343 -0.229
C -5.631 -3.339 -1.823 -0.559
C 2.997 0.985 1.399 -0.217
C -0.914 5.555 -0.323 -0.205
C -3.629 2.228 0.513 -0.180
C 2.654 -4.123 0.174 -0.103
C 4.973 -4.823 0.557 0.338
C 1.427 2.269 2.750 -0.243
C 1.750 5.020 0.029 0.062
C -1.740 0.750 0.792 -0.209
C 0.939 -0.044 2.215 -0.160
C 3.382 1.547 -3.102 -0.216
C 0.552 1.158 2.783 -0.087
C 5.421 -3.495 0.369 0.298
C 3.676 0.184 -3.224 -0.083
C 1.683 0.923 -1.443 -0.490
C -0.917 1.844 0.654 -0.423
C -6.045 -4.228 0.560 -0.403
C 4.455 -2.489 0.398 0.349
C 2.660 2.147 2.089 -0.256
C 3.056 -0.784 -2.392 -0.203
C -4.470 -4.260 0.560 -0.631
C -6.568 -4.185 -0.890 -0.428
C 3.638 -5.132 0.384 0.299
H 4.403 -0.154 -3.993 0.255
H 0.565 0.981 -1.386 0.277
H -0.437 1.207 3.282 0.267
H 1.231 3.199 3.218 0.266
H -5.968 -2.304 -1.858 0.233
H -4.017 -3.825 1.480 0.250
H 2.799 4.832 0.280 0.224
H -4.150 -5.308 0.560 0.241
H 3.873 0.948 0.714 0.275
H -6.343 -3.321 1.110 0.208
H -6.628 -5.208 -1.313 0.217
H -4.668 2.302 0.337 0.241
H -6.466 -5.068 1.117 0.234
H 2.084 7.081 -0.302 0.256
H -3.757 0.097 0.626 0.262
H -0.367 7.586 -0.750 0.261
H 0.292 -0.904 2.248 0.260
H -3.209 4.406 0.423 0.230
H 3.284 3.035 2.070 0.261
H -7.603 -3.858 -0.965 0.239
H -5.513 -3.768 -2.841 0.247
H -2.000 5.699 -0.399 0.246
H 3.959 2.189 -3.736 0.252
H -1.361 -0.234 0.889 0.232
H 3.326 -1.837 -2.584 0.255
H 2.028 3.003 -2.290 0.234
```

As for the expectation value of S²: 2.03. The value obtained for the lowest unoccupied orbital energy (spin up / spin down) is -7.19 / -7.08 eV. Its HOMO energy (spin up / spin down) is -12.3 / -12.3 eV. Its total charge is +2. As for the spin multiplicity: 3.

This record from the Open Molecules 2025 dataset describes C33H26BrN3OSV as an isolated structure in a non-equilibrium geometry. The level of theory is the ωB97M-V functional and the def2-TZVPD basis.

XYZ file:
```
66
Properties=species:S:1:pos:R:3:nbo_charge:R:1
Br 3.832 -1.890 5.863 0.086
V -0.389 -0.081 0.213 1.381
S -0.273 -3.301 0.745 0.224
O -0.344 -0.185 1.923 -0.719
N -0.299 -0.075 -1.904 -0.488
N 1.372 -0.819 -0.079 -0.594
N -0.717 1.825 0.160 -0.510
C 1.589 2.546 0.100 -0.175
C 0.543 -0.573 2.789 0.450
C -2.017 2.098 0.330 0.251
C 1.299 -0.837 5.068 -0.154
C -3.191 -1.394 -0.251 -0.221
C 3.194 -1.026 -1.779 -0.203
C -0.925 0.424 -4.163 -0.243
C -1.568 4.459 0.401 -0.086
C 0.958 -0.357 -2.359 0.216
C -2.924 0.943 0.263 -0.073
C 0.211 2.835 0.164 0.167
C 0.331 -0.460 4.174 -0.267
C -2.351 -0.305 -0.061 -0.353
C 3.579 -0.854 -3.120 -0.190
C 2.517 -1.359 4.606 -0.129
C 1.338 -0.217 -3.710 -0.095
C 2.111 4.901 0.090 -0.206
C 1.791 -1.093 2.323 -0.240
C 0.783 5.210 0.185 -0.151
C 0.429 -4.198 -0.664 -0.730
C 2.681 -0.463 -4.072 -0.161
C -0.190 4.192 0.240 -0.100
C 2.515 3.555 0.068 -0.181
C 1.897 -0.787 -1.384 0.106
C -4.309 1.050 0.435 -0.178
C -5.121 -0.055 0.265 -0.218
C -1.578 -4.465 1.208 -0.729
C 0.338 0.181 -4.624 -0.101
C -2.457 3.431 0.474 -0.243
C 2.111 -1.199 0.946 0.213
C -1.199 0.295 -2.792 0.104
C -4.567 -1.277 -0.096 -0.172
C 2.764 -1.485 3.270 -0.150
H 2.987 -0.320 -5.100 0.230
H -5.206 -2.138 -0.248 0.220
H -1.131 -5.398 1.546 0.229
H 0.582 0.285 -5.673 0.233
H -0.617 -0.062 4.515 0.238
H 3.094 -1.615 0.740 0.198
H -1.718 0.724 -4.833 0.240
H 0.856 -5.139 -0.324 0.228
H 3.713 -1.882 2.931 0.230
H -3.506 3.638 0.622 0.234
H -2.238 -4.648 0.362 0.218
H 1.921 1.518 0.094 0.202
H 3.569 3.314 0.033 0.226
H 0.457 6.242 0.231 0.225
H 2.855 5.684 0.039 0.231
H -2.136 -4.010 2.022 0.240
H 1.213 -3.575 -1.093 0.223
H -1.908 5.485 0.471 0.231
H 4.611 -1.030 -3.392 0.234
H 1.134 -0.727 6.131 0.242
H 3.948 -1.341 -1.070 0.222
H -6.190 0.036 0.403 0.225
H -2.192 0.504 -2.418 0.227
H -0.341 -4.381 -1.411 0.221
H -4.760 1.998 0.702 0.209
H -2.764 -2.353 -0.524 0.207
```

As for the expectation value of S²: 2.02. The value obtained for the lowest unoccupied orbital energy (spin up / spin down) is -3.70 / -3.70 eV. Its HOMO energy (spin up / spin down) is -10.2 / -10.7 eV. Its total charge is +1. As for the spin multiplicity: 3.

It is found that the ΔE to the lowest compared entry with this formula, charge and spin values, taken in the order of the records, are 21.21 53.57 165.18 122.83 kJ/mol.